Computed, not measured: C33H35Cl5O5PS4SiTi as an isolated structure, with wB97M-V/def2-TZVPD.

```
85
Properties=species:S:1:pos:R:3
Ti -0.130 -1.085 -0.381
C -1.149 -0.699 3.331
C -2.260 0.279 2.969
S -2.037 0.967 1.314
C -3.671 0.741 0.582
C -4.192 -0.687 0.512
S -3.030 -1.811 -0.300
C -3.009 -3.209 0.833
C -2.438 -2.912 2.212
S -0.836 -2.057 2.178
H -1.345 -1.140 4.310
H -0.194 -0.179 3.404
H -2.251 1.086 3.702
H -3.240 -0.192 3.026
H -3.567 1.156 -0.419
H -4.392 1.368 1.109
H -5.129 -0.693 -0.046
H -4.414 -1.073 1.506
H -2.408 -3.964 0.329
H -4.016 -3.616 0.930
H -2.294 -3.851 2.746
H -3.129 -2.312 2.801
O 1.527 -1.777 0.814
S 2.530 -1.625 -0.278
O 3.218 -2.797 -0.687
O 1.674 -0.961 -1.341
C 3.678 -0.409 0.241
C 5.031 -0.708 0.164
C 5.952 0.254 0.546
C 5.511 1.495 0.984
C 4.154 1.777 1.048
C 3.209 0.823 0.686
P 1.417 1.245 0.732
C 1.503 2.720 -0.335
C 1.362 4.040 0.078
C 1.512 5.076 -0.837
C 1.829 4.803 -2.158
C 1.993 3.487 -2.571
C 1.818 2.451 -1.670
C 1.250 1.798 2.462
C 2.024 1.181 3.449
C 1.818 1.465 4.791
C 0.841 2.375 5.170
C 0.067 2.994 4.199
C 0.261 2.702 2.856
H 5.342 -1.680 -0.193
H 7.010 0.038 0.494
H 6.228 2.252 1.274
H 3.826 2.754 1.383
H 1.158 4.280 1.112
H 1.397 6.100 -0.507
H 1.957 5.614 -2.863
H 2.256 3.268 -3.598
H 1.946 1.425 -1.999
H 2.789 0.467 3.174
H 2.427 0.978 5.540
H 0.687 2.605 6.215
H -0.692 3.711 4.485
H -0.372 3.177 2.118
Cl -1.134 -7.847 -3.749
C -0.892 -6.326 -3.001
C -0.519 -6.258 -1.659
Cl -0.293 -7.695 -0.753
C -0.323 -5.021 -1.052
Cl 0.183 -4.909 0.586
C -0.522 -3.846 -1.776
O -0.363 -2.655 -1.196
C -0.863 -3.919 -3.126
Cl -0.998 -2.455 -4.011
C -1.053 -5.152 -3.738
Cl -1.478 -5.223 -5.395
C -3.118 0.338 -3.165
Si -1.445 1.034 -2.718
C -1.659 2.796 -2.149
C -0.220 0.863 -4.114
O -0.840 0.138 -1.405
H -3.398 0.717 -4.152
H -3.902 0.653 -2.473
H -3.124 -0.750 -3.216
H -2.092 3.379 -2.967
H -0.718 3.266 -1.866
H -2.343 2.872 -1.300
H 0.179 1.837 -4.401
H -0.688 0.423 -4.998
H 0.616 0.221 -3.830
```

Summary:
Total energy in hartree: -7028.78619
Energy relative to the best compared isomer or geometry (same formula, charge and spin) in kcal per mole: 7.26
Net charge: +1
Max |F| in eV/A: 0.77
Gap between HOMO and LUMO in eV: 7.51
Highest occupied orbital energy in eV: -10.983
LUMO in eV: -3.477

=====

Computed, not measured: C4H5NO2 as an isolated structure in a non-equilibrium geometry, with wB97M-V/def2-TZVPD.

```
12
Properties=species:S:1:pos:R:3
O -2.524 1.137 -0.255
C -1.744 0.438 0.330
C -0.110 0.037 -0.718
C -0.152 0.743 0.564
N 2.299 -0.120 0.453
C 2.152 -1.121 -0.102
O -0.114 -1.180 -0.809
H -1.994 -0.571 0.717
H -0.264 0.705 -1.578
H 0.172 1.793 0.568
H 0.157 0.193 1.454
H 2.122 -2.053 -0.623
```

Summary:
Total energy in hartree: -360.55330
Energy relative to the best compared isomer or geometry (same formula, charge and spin) in kcal per mole: 72.86
Max |F| in eV/A: 1.97
Gap between HOMO and LUMO in eV: 9.90
Highest occupied orbital energy in eV: -9.965
LUMO in eV: -0.064

=====

Computed, not measured: C4H5IO2 in the gas phase in a non-equilibrium geometry, with wB97M-V/def2-TZVPD.

```
12
Properties=species:S:1:pos:R:3
C -0.386 0.074 -0.119
C 0.207 -0.829 0.919
C 1.851 0.404 0.010
C -1.768 0.248 -0.676
O 0.630 0.830 -0.614
O 1.538 -0.509 1.131
I -0.747 -2.140 2.156
H 2.376 -0.310 -0.711
H 2.395 1.277 0.432
H -1.739 1.182 -1.298
H -2.439 0.262 0.127
H -1.917 -0.488 -1.359
```

Summary:
Total energy in hartree: -603.49997
Energy relative to the best compared isomer or geometry (same formula, charge and spin) in kcal per mole: 46.52
SMILES string: CC1=C(I)OCO1
Max |F| in eV/A: 6.52
Gap between HOMO and LUMO in eV: 7.89
Highest occupied orbital energy in eV: -7.316
LUMO in eV: 0.577

=====

Computed, not measured: C25H25N3O5S3Ta as an isolated structure in a non-equilibrium geometry, with wB97M-V/def2-TZVPD.

```
62
Properties=species:S:1:pos:R:3
Ta 0.329 0.984 0.144
O 3.048 0.543 0.960
C 4.109 1.134 0.219
C 3.763 2.608 0.006
N 2.417 2.782 -0.544
C 1.746 3.908 0.085
C 1.185 3.458 1.457
O 1.073 4.218 2.376
O 0.839 2.199 1.469
C 2.352 2.744 -1.996
C 1.102 1.961 -2.461
O 0.487 2.215 -3.455
O 0.788 0.998 -1.628
H 3.316 -0.339 1.253
H 4.232 0.609 -0.738
H 5.048 1.077 0.783
H 4.520 3.072 -0.636
H 3.791 3.100 0.978
H 0.894 4.221 -0.524
H 2.391 4.782 0.244
H 3.215 2.196 -2.391
H 2.338 3.737 -2.458
S -1.390 2.912 -0.481
C -2.300 1.595 -1.045
N -1.853 0.384 -0.772
C -2.723 -0.592 -1.208
C -2.586 -1.969 -1.051
C -3.584 -2.789 -1.540
C -4.709 -2.268 -2.175
C -4.873 -0.905 -2.319
C -3.876 -0.076 -1.833
S -3.813 1.674 -1.874
H -1.710 -2.366 -0.563
H -3.495 -3.857 -1.426
H -5.463 -2.934 -2.561
H -5.754 -0.497 -2.790
C -2.882 -1.250 5.606
C -2.137 -0.656 4.464
C -0.798 -0.958 4.218
C -0.185 -0.479 3.077
N -0.810 0.288 2.179
C -2.069 0.646 2.448
C -2.761 0.201 3.556
H -2.235 -1.859 6.231
H -3.681 -1.880 5.215
H -3.351 -0.480 6.217
H -0.239 -1.570 4.910
H 0.843 -0.734 2.858
H -2.539 1.313 1.738
H -3.783 0.513 3.713
S 0.781 -1.464 0.275
C 1.329 -2.167 -1.269
C 2.239 -1.527 -2.098
C 2.735 -2.178 -3.215
C 2.333 -3.472 -3.498
C 1.409 -4.103 -2.680
C 0.901 -3.456 -1.568
H 2.567 -0.522 -1.866
H 3.448 -1.677 -3.854
H 2.745 -3.991 -4.349
H 1.091 -5.108 -2.901
H 0.197 -3.949 -0.917
```

Summary:
Total energy in hartree: -2759.67662
Energy relative to the best compared isomer or geometry (same formula, charge and spin) in kcal per mole: 34.86
Net charge: +1
Max |F| in eV/A: 3.05
Gap between HOMO and LUMO in eV: 7.08
Highest occupied orbital energy in eV: -11.130
LUMO in eV: -4.052

=====

Computed, not measured: a 2-piece molecular cluster, C2H8N2O overall in a non-equilibrium geometry, with wB97M-V/def2-TZVPD.

```
13
Properties=species:S:1:pos:R:3
C -0.567 1.197 -1.252
N -0.926 0.201 -0.223
C -1.466 0.729 0.971
N -1.736 -0.128 1.866
H -0.007 0.682 -2.052
H -1.411 1.479 -1.909
H 0.095 1.903 -0.721
H -1.253 -0.640 -0.670
H -1.082 1.740 1.125
H -2.083 0.153 2.778
H 2.805 -1.533 -0.813
H 4.092 -1.089 -1.275
O 3.717 -1.841 -0.804
```

Summary:
Total energy in hartree: -265.69986
Energy relative to the best compared isomer or geometry (same formula, charge and spin) in kcal per mole: 52.26
SMILES string: [H]/N=C/NC.O
Max |F| in eV/A: 3.62
Gap between HOMO and LUMO in eV: 9.58
Highest occupied orbital energy in eV: -8.936
LUMO in eV: 0.639

=====

Computed, not measured: a 2-piece molecular cluster, C2H8OS overall in a non-equilibrium geometry, with wB97M-V/def2-TZVPD.

```
12
Properties=species:S:1:pos:R:3
S -3.082 -0.702 0.839
H -2.791 0.682 0.583
H -2.654 -0.793 2.089
C 0.751 0.057 0.188
O -0.119 1.154 -0.206
C 1.521 -0.415 -1.058
H 0.127 -0.748 0.595
H 1.556 0.423 0.943
H -0.309 1.957 0.318
H 0.781 -0.666 -1.825
H 2.094 -1.324 -0.963
H 2.125 0.376 -1.503
```

Summary:
Total energy in hartree: -554.38068
Energy relative to the best compared isomer or geometry (same formula, charge and spin) in kcal per mole: 23.33
SMILES string: CCO.S
Max |F| in eV/A: 2.35
Gap between HOMO and LUMO in eV: 10.31
Highest occupied orbital energy in eV: -9.615
LUMO in eV: 0.692

=====

Computed, not measured: C3H9NO in the gas phase in a non-equilibrium geometry, with wB97M-V/def2-TZVPD.

```
14
Properties=species:S:1:pos:R:3
C -0.281 0.842 -0.231
C -0.381 -0.610 0.187
C 0.828 -0.998 1.019
O 2.079 -0.812 0.314
N -1.129 1.224 -1.357
H 0.741 1.176 -0.430
H -0.619 1.464 0.613
H -0.455 -1.255 -0.697
H -1.220 -0.748 0.847
H 0.911 -2.043 1.332
H 0.895 -0.372 1.910
H 1.944 -0.674 -0.626
H -1.409 2.194 -1.330
H -1.904 0.612 -1.552
```

Summary:
Total energy in hartree: -249.67008
Energy relative to the best compared isomer or geometry (same formula, charge and spin) in kcal per mole: 27.37
SMILES string: NCCCO
Max |F| in eV/A: 1.74
Gap between HOMO and LUMO in eV: 10.09
Highest occupied orbital energy in eV: -8.996
LUMO in eV: 1.095

=====

Computed, not measured: C6H16N2 as an isolated structure in a non-equilibrium geometry, with wB97M-V/def2-TZVPD.

```
24
Properties=species:S:1:pos:R:3
N 3.805 0.379 -0.663
C 2.376 0.502 -0.528
C 1.571 0.244 -1.737
C 1.879 1.021 0.608
N -1.221 -0.238 -0.594
C -2.001 0.513 0.218
C -3.171 -0.010 1.070
C -3.138 -1.540 1.277
H 4.048 -0.394 -1.274
H 4.213 0.223 0.249
H 0.391 -2.706 0.311
H 1.975 0.761 -2.617
H 0.523 0.523 -1.493
H 1.521 -0.815 -2.033
H 0.879 1.427 0.591
H 2.583 1.264 1.393
H 0.571 -2.021 0.436
H -2.279 1.574 -0.120
H -0.939 -0.192 0.590
H -2.972 0.421 2.050
H -4.154 0.331 0.704
H -2.971 -1.846 2.308
H -4.085 -1.948 0.887
H -2.376 -1.986 0.643
```

Summary:
2S+1: 2
Total energy in hartree: -347.49842
Energy relative to the best compared isomer or geometry (same formula, charge and spin) in kcal per mole: 100.44
Net charge: -1
Max |F| in eV/A: 3.11
Gap between HOMO and LUMO (alpha / beta) in eV: 3.98 / 5.84
Highest occupied orbital energy (alpha / beta) in eV: -0.096 / -1.962
LUMO (alpha / beta) in eV: 3.889 / 3.874

=====

Computed, not measured: C25H48AlBBeCaCl2F8IN3O9S2 as an isolated structure in a non-equilibrium geometry, with wB97M-V/def2-TZVPD.

```
102
Properties=species:S:1:pos:R:3
C 4.495 -2.824 -3.665
B 3.354 -1.952 -3.077
O 3.203 -0.686 -3.529
N 2.315 -2.343 -2.038
C 2.780 -3.427 -1.110
C 2.287 -4.811 -1.536
O 1.953 -4.952 -2.875
C 1.106 -4.003 -3.413
C 0.991 -2.764 -2.603
C 0.298 -1.604 -3.291
C -0.571 -0.820 -2.298
C -1.826 -1.594 -1.930
I -1.202 0.979 -3.287
H 5.150 -3.184 -2.882
H 5.118 -2.225 -4.315
H 4.104 -3.643 -4.254
H 4.083 -0.353 -3.727
H 2.146 -1.510 -1.486
H 2.326 -3.231 -0.145
H 3.840 -3.370 -0.922
H 1.430 -5.095 -0.934
H 3.062 -5.526 -1.311
H 0.109 -4.427 -3.496
H 1.429 -3.739 -4.424
H 0.352 -3.021 -1.720
H 0.987 -0.934 -3.788
H -0.380 -1.953 -4.057
H -0.009 -0.535 -1.430
H -2.144 -2.163 -2.793
H -1.632 -2.310 -1.136
H -2.628 -0.953 -1.605
N -2.985 0.967 1.084
S -4.538 0.569 0.911
O -5.247 0.425 2.121
O -4.800 -0.335 -0.145
F -5.029 1.964 0.351
S -2.110 -0.170 1.710
O -0.841 0.350 2.136
O -2.127 -1.425 1.025
F -2.812 -0.479 3.058
C 3.179 -2.675 3.224
C 3.685 -1.952 4.473
C 2.633 -1.635 5.550
C 1.518 -0.714 5.088
C 1.999 0.617 4.527
C 2.741 1.501 5.527
H 2.426 -2.085 2.690
H 4.017 -2.858 2.534
H 2.731 -3.628 3.485
H 4.177 -1.020 4.159
H 4.458 -2.572 4.935
H 3.154 -1.195 6.415
H 2.176 -2.566 5.911
H 0.845 -0.529 5.921
H 0.921 -1.226 4.333
H 1.113 1.165 4.167
H 2.638 0.437 3.648
H 2.107 1.731 6.385
H 3.039 2.450 5.067
H 3.646 1.017 5.891
Be -0.379 -3.455 0.107
Cl 1.692 -0.787 0.129
C 2.375 0.840 0.162
C 3.302 1.106 -1.014
Cl 4.690 0.041 -0.790
H 2.902 0.970 1.110
H 1.536 1.514 0.152
H 3.628 2.145 -1.061
H 2.823 0.861 -1.962
F 1.083 -3.543 4.827
F -0.004 -5.935 -1.948
F -1.863 3.310 -4.771
Al -1.496 4.333 -6.071
F -1.704 5.925 -5.599
F -2.538 3.962 -7.342
F 0.096 4.075 -6.535
C -2.203 5.274 7.286
C -1.397 4.690 8.252
C -0.982 3.376 8.108
C -1.378 2.668 6.994
C -2.186 3.230 6.025
C -2.600 4.542 6.175
N -0.919 1.277 6.827
O -0.232 0.808 7.706
O -1.255 0.693 5.819
H -2.522 6.301 7.398
H -1.090 5.259 9.117
H -0.356 2.919 8.859
H -2.492 2.657 5.163
H -3.233 4.996 5.425
Ca 0.023 2.016 0.319
C -4.948 3.383 -9.195
C -5.677 2.567 -8.025
C -6.431 1.380 -8.744
O -6.533 3.348 -7.477
H -5.647 3.765 -9.935
H -4.391 4.212 -8.770
H -4.249 2.713 -9.694
H -4.885 2.136 -7.396
H -7.154 1.734 -9.476
H -6.947 0.776 -8.003
H -5.696 0.761 -9.258
```

Summary:
Total energy in hartree: -5595.46962
Max |F| in eV/A: 6.38
Gap between HOMO and LUMO in eV: 1.03
Highest occupied orbital energy in eV: -6.978
LUMO in eV: -5.952

=====

Computed, not measured: C18H30N3O2 as an isolated structure in a non-equilibrium geometry, with wB97M-V/def2-TZVPD.

```
53
Properties=species:S:1:pos:R:3
C -6.743 -2.159 0.836
H -7.149 -3.089 1.023
H -6.219 -2.191 -0.272
H -5.919 -2.032 1.424
C -7.743 -1.166 0.640
C -7.163 0.266 0.529
C -6.710 0.340 -0.804
H -7.387 0.060 -1.768
H -6.525 1.544 -1.341
O -5.403 -0.320 -1.246
C -4.307 0.359 -0.789
C -3.270 -0.598 -1.165
C -1.862 -0.538 -0.809
C -1.628 0.946 -0.020
C -2.723 1.696 0.078
C -4.071 1.341 -0.035
H -4.763 1.900 0.110
H -2.575 2.602 0.784
N -0.255 1.389 0.282
C 0.773 0.720 0.290
O 0.980 -0.411 -0.458
C 1.934 1.517 0.882
N 3.179 0.675 0.416
C 3.899 0.076 1.668
C 4.948 -0.850 0.743
N 5.929 -0.378 0.022
C 5.096 -0.118 -1.110
C 4.136 1.297 -0.679
H 3.435 1.462 -1.383
H 4.679 1.926 -0.120
H 5.777 0.623 -1.882
H 4.504 -0.778 -1.734
C 7.011 -1.203 -0.308
C 8.073 -0.566 -1.005
H 7.803 -0.191 -1.986
H 9.032 -0.848 -1.007
H 8.344 0.448 -0.557
H 7.359 -1.656 0.864
H 6.652 -2.025 -0.971
H 5.415 -1.265 1.925
H 4.472 -1.947 0.710
H 3.141 -0.351 2.457
H 4.412 0.804 1.992
H 2.598 -0.396 -0.078
H 2.038 2.470 0.200
H 2.133 1.468 1.797
H -0.278 2.071 0.857
H -0.939 -1.176 -0.867
H -3.337 -1.537 -1.664
H -6.398 0.573 1.208
H -7.805 1.202 0.599
H -8.186 -0.883 1.738
H -8.392 -1.103 -0.016
```

Summary:
Total energy in hartree: -1017.73984
Energy relative to the best compared isomer or geometry (same formula, charge and spin) in kcal per mole: 423.82
Net charge: +1
Max |F| in eV/A: 15.57
Gap between HOMO and LUMO in eV: 8.45
Highest occupied orbital energy in eV: -11.074
LUMO in eV: -2.624

=====

Computed, not measured: C23H25FN2O3 in the gas phase, with wB97M-V/def2-TZVPD.

```
54
Properties=species:S:1:pos:R:3
C -5.544 -0.634 0.970
C -4.662 -1.792 1.351
C -5.207 -3.034 1.655
C -4.410 -4.120 2.004
C -5.028 -5.442 2.369
C -3.032 -3.950 2.036
C -2.463 -2.723 1.721
C -0.965 -2.627 1.777
O -0.295 -3.369 2.471
N -0.399 -1.676 0.982
C 1.008 -1.431 1.009
C 1.926 -2.349 0.247
C 1.698 -0.954 -0.243
C 0.890 -0.716 -1.500
C 0.356 0.714 -1.523
N 1.440 1.669 -1.343
C 1.731 2.535 -2.348
O 1.165 2.515 -3.429
C 2.810 3.559 -2.109
C 3.871 3.636 -3.008
C 4.839 4.611 -2.854
C 4.752 5.531 -1.818
C 3.691 5.483 -0.927
O 3.524 6.351 0.106
C 2.733 4.488 -1.090
F 1.708 4.447 -0.221
C 2.215 1.490 -0.124
C 2.790 0.077 -0.064
C -3.280 -1.648 1.389
H -5.123 0.312 1.310
H -5.658 -0.573 -0.115
H -6.540 -0.738 1.400
H -6.285 -3.157 1.629
H -4.386 -6.272 2.075
H -5.179 -5.511 3.449
H -5.998 -5.572 1.890
H -2.377 -4.766 2.312
H -0.994 -1.083 0.432
H 1.379 -1.050 1.954
H 2.878 -2.597 0.697
H 1.448 -3.156 -0.293
H 1.532 -0.867 -2.373
H 0.068 -1.428 -1.583
H -0.139 0.944 -2.462
H -0.360 0.864 -0.705
H 3.910 2.932 -3.828
H 5.667 4.666 -3.548
H 5.506 6.301 -1.701
H 4.234 7.000 0.093
H 3.014 2.224 -0.084
H 1.560 1.664 0.737
H 3.301 -0.070 0.890
H 3.535 -0.040 -0.857
H -2.856 -0.669 1.190
```

Summary:
Total energy in hartree: -1326.56814
Energy relative to the best compared isomer or geometry (same formula, charge and spin) in kcal per mole: 2.89
SMILES string: Cc1cc(C)cc(C(=O)N[C@H]2CC23CCN(C(=O)c2cccc(O)c2F)CC3)c1
Max |F| in eV/A: 0.05
Gap between HOMO and LUMO in eV: 9.55
Highest occupied orbital energy in eV: -9.012
LUMO in eV: 0.538

=====

Computed, not measured: CH3AgLiO as an isolated structure in a non-equilibrium geometry, with wB97M-V/def2-TZVPD.

```
7
Properties=species:S:1:pos:R:3
O 0.783 -1.363 -0.010
C 1.475 -2.223 0.496
H 1.289 -2.568 1.530
H 2.250 -2.744 -0.094
Li -0.450 -0.029 0.548
Ag -3.600 1.076 1.264
H -2.207 0.040 0.644
```

Summary:
2S+1: 3
Total energy in hartree: -269.22176
Net charge: +1
Max |F| in eV/A: 5.10
Gap between HOMO and LUMO (alpha / beta) in eV: 6.73 / 6.59
Highest occupied orbital energy (alpha / beta) in eV: -11.408 / -14.122
LUMO (alpha / beta) in eV: -4.674 / -7.536